Record 1
ORCA calculation (ωB97M-V/def2-TZVPD) on a molecular structure, C6H24N12Na3O10S in a non-equilibrium geometry.

Computed properties:
LUMO level (spin up / spin down) in hartree: -0.08833 / -0.09455
Max |F| in eV/Å: 8.383
Net charge: 0
2S+1: 2
⟨S²⟩: 0.750
Kohn-Sham gap (spin up / spin down) in eV: 4.33 / 5.94

Each line ends with the Mulliken spin population.
Geometry (Å):
Na  -25.04  -34.55  -29.87  0.3557
Na  -24.46  -33.53  -25.77  0.0931
Na  -21.93  -35.25  -29.11  0.1023
S  -22.83  -32.11  -28.28  0.0587
O  -23.17  -30.88  -28.94  -0.0590
O  -22.56  -31.91  -26.86  0.0689
O  -23.86  -33.16  -28.30  0.1459
O  -21.64  -32.69  -28.87  0.1834
C  -22.33  -33.34  -33.19  0.0510
O  -21.88  -32.41  -33.81  0.0054
N  -22.89  -34.42  -33.61  -0.0006
N  -22.42  -33.40  -31.92  -0.0753
H  -22.90  -35.05  -32.82  -0.0018
H  -22.66  -34.80  -34.51  0.0021
H  -22.00  -32.77  -31.25  -0.0602
H  -23.07  -34.07  -31.53  0.1039
C  -19.06  -30.52  -28.12  -0.0013
O  -18.08  -29.79  -28.20  0.0001
N  -19.53  -30.91  -26.98  0.0000
N  -19.72  -31.06  -29.17  -0.0016
H  -19.06  -30.57  -26.15  0.0000
H  -20.48  -31.24  -27.01  0.0046
H  -19.32  -30.83  -30.07  -0.0001
H  -20.40  -31.80  -29.09  -0.0102
C  -21.68  -29.29  -24.90  -0.0001
O  -21.46  -28.64  -23.88  0.0000
N  -21.79  -30.56  -24.80  0.0032
N  -21.97  -28.85  -26.05  0.0003
H  -22.18  -31.06  -25.59  0.0040
H  -21.72  -31.01  -23.90  -0.0001
H  -21.78  -27.87  -26.21  0.0001
H  -22.15  -29.40  -26.87  0.0036
C  -20.82  -34.10  -24.54  0.0012
O  -21.17  -34.97  -23.82  -0.0005
N  -21.10  -34.02  -25.76  0.0042
N  -20.22  -33.06  -24.11  0.0003
H  -21.78  -34.72  -26.02  0.0001
H  -21.17  -33.14  -26.25  0.0075
H  -20.16  -33.12  -23.11  0.0001
H  -20.13  -32.21  -24.66  -0.0005
C  -25.36  -28.38  -28.88  -0.0008
O  -26.10  -27.43  -28.77  0.0000
N  -24.72  -28.87  -27.91  0.0011
N  -25.06  -28.96  -30.05  -0.0001
H  -24.27  -29.78  -27.95  0.0005
H  -25.08  -28.51  -27.04  -0.0001
H  -25.41  -28.66  -30.94  0.0000
H  -24.43  -29.75  -29.98  0.0037
C  -21.50  -29.37  -31.17  -0.0019
O  -20.87  -28.77  -32.02  0.0003
N  -22.20  -30.41  -31.52  -0.0007
N  -21.82  -28.76  -30.06  0.0006
H  -22.91  -30.76  -30.89  0.0089
H  -22.07  -30.87  -32.41  -0.0007
H  -22.62  -28.99  -29.49  0.0012
H  -21.39  -27.87  -29.85  -0.0003

Record 2
ORCA calculation (ωB97M-V/def2-TZVPD) on C6H7NOS in the gas phase.

Computed properties:
LUMO level (spin up / spin down) in hartree: -0.02594 / -0.02586
ΔE to the lowest compared entry with this formula, charge and spin in kJ/mol: 158.7
Max |F| in eV/Å: 0.957
Net charge: 0
2S+1: 1
Kohn-Sham gap (spin up / spin down) in eV: 7.25 / 7.25

Each line ends with the Löwdin charge.
Geometry (Å):
C  -0.43  -0.86  1.31  -0.1915
C  -1.62  -0.42  0.78  -0.4522
C  1.42  0.58  0.36  -0.4553
C  0.86  -0.33  1.29  -0.0225
C  -0.43  1.60  -0.50  -0.3969
C  0.24  -0.43  -1.64  -0.0664
N  0.52  0.74  -0.85  -0.1712
O  2.48  1.16  0.38  0.0878
S  -1.97  1.11  0.08  1.0292
H  -0.53  -1.78  1.88  0.1108
H  -2.50  -1.03  0.86  0.0535
H  1.60  -0.81  1.92  0.1113
H  -0.15  2.63  -0.31  0.0899
H  -0.25  -1.25  -1.08  0.0724
H  -0.42  -0.14  -2.46  0.0977
H  1.18  -0.79  -2.04  0.1034

Record 3
ORCA calculation (ωB97M-V/def2-TZVPD) on a molecular structure, C45H38N7OP2Pt.

Computed properties:
LUMO level (spin up / spin down) in hartree: -0.30338 / -0.37556
ΔE to the lowest compared entry with this formula, charge and spin in kJ/mol: 0.0
Max |F| in eV/Å: 0.989
Net charge: +3
2S+1: 5
⟨S²⟩: 6.029
Kohn-Sham gap (spin up / spin down) in eV: 7.60 / 6.25

Each line ends with the Mulliken spin population.
Geometry (Å):
Pt  1.27  0.99  -0.63  1.1825
C  4.58  -0.08  0.32  0.0057
C  3.89  0.68  1.41  0.0020
C  4.41  0.71  2.70  0.0017
C  3.77  1.43  3.68  0.0034
C  2.65  2.19  3.34  0.0045
C  2.20  2.16  2.04  0.0208
N  2.78  1.37  1.10  0.1139
C  1.13  3.06  1.56  0.0270
C  0.78  4.23  2.21  0.0007
C  -0.20  5.04  1.65  0.0068
C  -0.79  4.67  0.45  0.0034
C  -0.39  3.50  -0.17  -0.0075
N  0.54  2.72  0.40  -0.0200
C  -0.92  3.04  -1.48  0.0634
C  -1.77  3.82  -2.23  0.0146
C  -2.24  3.34  -3.45  -0.0053
C  -1.83  2.09  -3.87  0.0382
C  -0.95  1.35  -3.09  -0.0525
C  -0.47  0.01  -3.59  0.0653
N  -0.50  1.83  -1.91  0.0978
H  5.04  -0.99  0.69  0.0003
H  5.38  0.54  -0.09  0.0020
H  3.89  -0.33  -0.49  0.0003
H  5.31  0.16  2.92  0.0004
H  4.14  1.43  4.70  -0.0002
H  2.14  2.79  4.08  0.0019
H  1.29  4.53  3.11  0.0020
H  -0.48  5.96  2.13  -0.0007
H  -1.55  5.30  0.01  0.0026
H  -2.08  4.80  -1.89  0.0025
H  -2.90  3.94  -4.05  -0.0002
H  -2.18  1.68  -4.81  0.0029
H  0.17  0.15  -4.46  -0.0001
H  -1.32  -0.60  -3.90  -0.0014
H  0.10  -0.51  -2.83  -0.0360
C  -1.11  -2.89  -1.35  0.0128
N  -0.99  -1.68  -0.47  0.2824
P  -2.29  -0.62  -0.70  0.2721
C  -3.78  -1.64  -0.79  0.0994
C  -4.58  -1.60  -1.93  0.0684
C  -5.72  -2.39  -1.98  0.0105
C  -6.04  -3.22  -0.91  -0.0025
C  -5.23  -3.25  0.22  0.0069
C  -4.09  -2.46  0.29  0.0151
C  -2.60  0.59  0.59  0.1847
C  -3.90  1.11  0.51  0.0316
C  -4.33  2.06  1.43  -0.0192
C  -3.46  2.49  2.42  0.0540
C  -2.16  2.00  2.48  -0.0047
C  -1.72  1.08  1.55  0.0088
P  0.66  -1.30  0.06  0.1756
C  1.63  -2.73  -0.48  0.0153
C  2.53  -2.69  -1.55  0.0025
C  3.25  -3.82  -1.90  0.0007
C  3.07  -5.00  -1.21  -0.0009
C  2.17  -5.06  -0.15  0.0027
C  1.46  -3.93  0.23  0.0086
C  0.63  -1.59  1.85  0.0525
C  1.88  -1.71  2.46  0.0188
C  1.97  -1.97  3.82  -0.0061
C  0.81  -2.11  4.58  0.0146
C  -0.43  -2.00  3.97  -0.0068
C  -0.53  -1.73  2.61  0.0234
H  -2.04  -2.85  -1.92  0.0036
H  -1.13  -3.79  -0.75  0.0066
H  -0.28  -2.96  -2.05  -0.0006
H  -4.33  -0.96  -2.77  0.0103
H  -6.35  -2.37  -2.86  0.0002
H  -6.92  -3.84  -0.96  0.0000
H  -5.49  -3.88  1.06  0.0018
H  -3.47  -2.50  1.17  0.0028
H  -4.59  0.76  -0.25  -0.0037
H  -5.34  2.44  1.38  0.0006
H  -3.80  3.21  3.16  0.0001
H  -1.49  2.34  3.26  0.0013
H  -0.71  0.71  1.61  0.0089
H  2.65  -1.78  -2.11  0.0007
H  3.94  -3.78  -2.73  0.0000
H  3.64  -5.88  -1.48  0.0001
H  2.03  -5.99  0.40  0.0009
H  0.78  -3.99  1.07  0.0015
H  2.78  -1.65  1.86  0.0059
H  2.94  -2.08  4.28  0.0000
H  0.88  -2.32  5.63  0.0006
H  -1.33  -2.13  4.56  0.0001
H  -1.50  -1.66  2.15  0.0033
O  3.25  3.53  -2.06  0.5115
N  3.87  3.20  -3.01  0.4745
C  4.00  2.09  -3.67  0.0655
C  4.83  1.98  -4.82  0.0163
N  5.48  1.84  -5.75  -0.0304
C  3.22  0.99  -3.13  -0.0170
N  2.50  0.42  -2.44  0.0708

Record 4
ORCA calculation (ωB97M-V/def2-TZVPD) on C4H8N2S in the gas phase in a non-equilibrium geometry.

Computed properties:
LUMO level in hartree: 0.02688
ΔE to the lowest compared entry with this formula, charge and spin in kJ/mol: 62.8
SMILES: C=C(C)NC(N)=S
Max |F| in eV/Å: 1.780
Net charge: 0
2S+1: 1
Kohn-Sham gap in eV: 8.92

Each line ends with the Löwdin charge.
Geometry (Å):
C  -2.38  -0.90  0.72  0.0732
C  -1.57  -0.25  -0.12  -0.4253
C  -1.99  0.87  -1.00  -0.0632
N  -0.20  -0.66  -0.23  0.0127
C  0.86  0.07  0.18  -0.9651
N  0.55  1.09  1.02  0.0869
S  2.42  -0.27  -0.30  0.5412
H  -2.00  -1.71  1.33  0.0691
H  -3.46  -0.61  0.81  0.0832
H  -1.35  1.80  -0.84  0.0976
H  -3.06  1.18  -0.80  0.0926
H  -1.87  0.59  -2.07  0.0873
H  0.03  -1.39  -0.89  0.1200
H  1.32  1.55  1.46  0.0783
H  -0.32  1.08  1.56  0.1115